(1)
The molecule C20H24N4O2 in a non-equilibrium geometry. Source: the Open Molecules 2025 dataset; level of theory: wB97M-V/def2-TZVPD.

Output
Kohn-Sham gap, eV: 6.83
Max |F|, Eh/bohr: 0.114
HOMO energy, eV: -7.8
Structure (SMILES): C[C@@H]1CCCN(CCCNC(=O)c2coc3nc4ccccc4nc23)C1
ΔE to the lowest compared entry with this formula, charge and spin, kJ/mol: 545.6

Geometry (Å):
O1 -0.98973 5.72327 1.09054
O2 -3.07197 2.16840 -0.39247
N1 -0.20400 -2.40823 -0.59563
N2 -1.61128 0.95613 0.76340
N3 0.90812 2.68816 1.27807
N4 1.38339 5.32253 1.67071
C1 -2.22633 -0.34200 0.59853
C2 -0.16915 3.57024 1.12511
C3 0.07987 4.87945 1.35494
C4 4.35687 2.53407 2.16199
C5 4.69425 3.93412 2.22213
C6 -0.20109 -1.85396 -2.93804
C7 -1.82878 -5.23976 -2.24831
C8 -0.08119 -2.02753 0.80752
C9 -1.97008 4.80336 0.72807
C10 -1.49010 -1.49116 1.46883
C11 -1.46257 3.44473 0.71363
C12 -1.46134 -3.82441 -2.04241
C13 3.03979 2.13199 1.85582
C14 -0.65754 -3.84213 -0.74562
C15 0.52610 -1.71406 -1.65608
C16 2.07065 3.10158 1.64069
C17 2.32446 4.46285 1.84500
C18 -0.67443 -3.33346 -3.20134
C19 -2.04891 2.14133 0.29007
C20 3.67652 4.89146 2.11228
H1 -2.14659 -0.44713 -0.49026
H2 0.26587 -2.93558 1.38596
H3 -2.30613 -3.23426 -1.94441
H4 5.59190 4.32530 2.40364
H5 -1.07400 -1.13416 -2.89893
H6 5.17358 1.82176 2.39594
H7 -3.01209 4.95486 0.45297
H8 -0.60452 0.98896 1.09380
H9 0.43625 -1.49672 -3.75642
H10 1.58770 -2.14257 -1.70757
H11 -2.11998 -5.31947 -3.27514
H12 0.74557 -1.29004 0.87905
H13 0.57693 -0.62858 -1.35517
H14 -2.69289 -5.56843 -1.71264
H15 0.18991 -4.42347 -0.86851
H16 -1.02550 -5.95485 -1.93401
H17 -3.30945 -0.28662 0.90655
H18 -1.39345 -3.35854 -4.08215
H19 -1.44661 -1.24203 2.48357
H20 3.80072 5.98464 2.20359
H21 -2.13875 -2.33393 1.53392
H22 0.22781 -3.90688 -3.39257
H23 -1.17420 -4.09334 0.16511
H24 2.93642 1.04413 1.60628



(2)
A structure of composition C25H39ErN4O5S in a non-equilibrium geometry. Source: the Open Molecules 2025 dataset; level of theory: wB97M-V/def2-TZVPD.

Output
2S+1: 4
Total charge: +2
Kohn-Sham gap (spin up / spin down), eV: 8.15 / 8.17
Max |F|, Eh/bohr: 0.023
HOMO energy (spin up / spin down), eV: -13.4 / -13.4
ΔE to the lowest compared entry with this formula, charge and spin, kJ/mol: 270.0

Geometry (Å):
Er1 -0.39906 -0.43420 0.81395
S1 -0.74018 1.93952 -0.35206
O1 -2.17308 -2.11128 0.64817
O2 -0.53231 -2.27588 2.49142
O3 -0.18216 -1.24364 -1.10040
O4 -0.94523 0.35906 3.01693
O5 -2.89878 0.19801 1.23740
N1 1.98421 -0.32280 1.42360
N2 -0.00674 0.51182 -2.55652
N3 2.53025 0.68024 0.57392
N4 -1.76345 1.94572 -2.82736
C1 -0.95350 -0.59821 4.09774
C2 4.81749 1.43500 1.17176
C3 -3.29728 -1.68509 -0.13045
C4 2.56446 -1.60122 -1.26167
C5 -3.23715 0.85457 2.45538
C6 3.87603 0.76405 -2.24073
C7 -2.03880 -3.48364 0.99665
C8 3.97765 -1.39350 -0.80426
C9 -0.88415 1.37877 -2.02664
C10 2.60115 -2.54283 2.32158
C11 -0.78322 -3.54587 1.86286
C12 -2.60836 3.08571 -2.41538
C13 4.04775 -1.06761 0.74228
C14 0.50229 -0.51245 -1.96124
C15 -1.88560 4.41815 -2.46246
C16 3.99414 0.43495 0.40062
C17 4.43538 0.06990 -1.04664
C18 -1.84507 1.51847 -4.24356
C19 -3.95456 -0.59633 0.68869
C20 1.95914 -0.71719 -2.06069
C21 -1.95834 1.39231 3.03765
C22 -1.40111 -1.94282 3.58680
C23 2.81128 -1.30619 1.52840
C24 -0.90532 2.28637 -5.15115
C25 2.70996 0.36692 -2.72934
H1 0.12834 2.18192 -4.82418
H2 4.96266 -1.43186 1.20565
H3 -0.97992 1.88999 -6.16343
H4 0.06391 -0.63727 4.48700
H5 2.27441 0.83534 -3.59978
H6 3.44103 -2.64921 3.01141
H7 5.88041 1.20968 1.08746
H8 -2.92573 -1.34458 -1.09891
H9 4.66633 2.44489 0.78409
H10 1.67715 -2.53267 2.88752
H11 0.10352 -3.74721 1.26235
H12 -2.43475 -1.92006 3.23225
H13 -2.99239 2.87892 -1.41775
H14 -0.96122 4.39043 -1.88738
H15 -3.98948 -2.51149 -0.29779
H16 -1.15048 3.34560 -5.19273
H17 4.55157 1.43841 2.23101
H18 -0.85449 -4.32191 2.62689
H19 -1.55681 2.21574 2.44831
H20 -1.30560 -2.69738 4.37270
H21 -2.88549 1.65435 -4.53695
H22 -1.61421 -0.24737 4.89203
H23 -2.93647 -3.80363 1.53261
H24 1.98592 -2.40541 -0.81840
H25 5.52566 0.10283 -1.04501
H26 -1.65043 4.71825 -3.48123
H27 -1.92172 -4.10398 0.10564
H28 -1.63905 0.45078 -4.27963
H29 -2.10501 1.74393 4.05985
H30 4.42814 1.56251 -2.71857
H31 -3.46115 3.07566 -3.09300
H32 2.30740 1.58495 0.97233
H33 -2.52244 5.19088 -2.03138
H34 -3.94348 1.67197 2.28109
H35 -3.71489 0.13183 3.12718
H36 2.63911 -3.42115 1.67181
H37 -4.53473 -1.03037 1.50908
H38 4.64749 -2.19619 -1.11206
H39 -4.62085 0.02408 0.08466



(3)
The ion C10H13N3 with charge +2 in a non-equilibrium geometry. Source: the Open Molecules 2025 dataset; level of theory: wB97M-V/def2-TZVPD.

Output
Total charge: +2
Kohn-Sham gap, eV: 8.75
Max |F|, Eh/bohr: 0.110
HOMO energy, eV: -16.8
Structure (SMILES): [H]/N=C(\C)[N+]#Cc1ccc(C[NH3+])cc1
ΔE to the lowest compared entry with this formula, charge and spin, kJ/mol: 99.4

Geometry (Å):
N1 2.59687 1.84721 -3.25025
N2 -1.54493 -0.99839 2.32328
N3 -1.77005 -2.98208 3.17487
C1 0.70787 0.64769 -2.10191
C2 1.19590 1.27530 -3.43198
C3 -1.97227 -0.93114 4.69376
C4 0.49919 1.50842 -1.03933
C5 -1.03485 -0.81300 1.31535
C6 -1.74271 -1.78588 3.50491
C7 0.43548 -0.76920 -2.03283
C8 -0.46956 -0.33776 0.21597
C9 -0.15070 -1.15627 -0.89112
C10 -0.05851 1.00721 0.13892
H1 -0.35170 1.71928 0.86176
H2 1.26381 0.43636 -4.16708
H3 3.36738 1.24227 -3.67035
H4 0.50026 1.99820 -3.66395
H5 -0.92728 -0.43698 4.78795
H6 2.73647 2.78480 -3.73238
H7 -2.34637 -1.60536 5.51794
H8 2.82674 2.19234 -2.26938
H9 0.57419 -1.50643 -2.82039
H10 0.57473 2.66968 -0.99500
H11 -1.84010 -3.73855 3.91704
H12 -2.66565 -0.08805 4.52226
H13 -0.40421 -2.17969 -0.90806



(4)
A cluster of 2 separate species, C12H12Se in total in a non-equilibrium geometry. Source: the Open Molecules 2025 dataset; level of theory: wB97M-V/def2-TZVPD.

Output
Kohn-Sham gap (spin up / spin down), eV: 6.98 / 6.98
Max |F|, Eh/bohr: 0.080
HOMO energy (spin up / spin down), eV: -7.9 / -7.9
Structure (SMILES): CC=C1[C@]23C=C[C@]12C=C3.C=CC=[Se]
ΔE to the lowest compared entry with this formula, charge and spin, kJ/mol: 146.0

Geometry (Å):
Se1 0.54448 -1.34916 -0.49241
C1 1.94312 -2.82793 -2.63191
C2 1.94852 -3.96611 -3.35708
C3 -0.21058 1.84739 -0.16705
C4 -0.72296 3.54197 1.14616
C5 1.00183 -2.83225 -1.50920
C6 -1.81325 0.17298 1.14133
C7 1.37523 1.87707 1.36793
C8 1.31888 1.60705 0.08337
C9 -0.75802 3.35006 -0.15042
C10 -2.43112 -0.25737 2.46126
C11 -0.86688 1.07655 0.92741
C12 -0.15011 2.14433 1.58511
H1 2.11107 1.94107 2.21553
H2 -3.47992 0.12676 2.38008
H3 1.32187 -4.78292 -3.05195
H4 2.48221 -1.91106 -2.82468
H5 -2.17116 -0.22994 0.27939
H6 0.59722 -3.74467 -1.21534
H7 -1.94338 0.30693 3.23189
H8 -2.70833 -1.28197 2.53619
H9 -1.25067 3.88546 -1.00937
H10 2.17710 1.25849 -0.48164
H11 -0.84738 4.36934 1.77110
H12 2.53223 -4.32208 -4.23568



> Which formula does entry 4 have?

C12H12Se



> Which formula does entry 4 have?

C12H12Se